[1]
This record from OMol25 describes a 2-piece molecular cluster, C4H5F3O overall in a non-equilibrium geometry. The level of theory is the ωB97M-V functional and the def2-TZVPD basis.

**Expectation value of S²**: 2.01
**2S+1**: 3
**E_tot**: -530.00734 Ha
**Total charge**: 0
**Largest force on an atom**: 8.9 eV/A
**Orbital gap (alpha / beta)**: 0.2260 / 0.2932 Ha
**Energy above the lowest of the compared OMol25 structures with the same formula, charge and spin**: 244.8 kJ/mol

Each line ends with the Mulliken spin population.
Geometry (Å):
C (0.088, 2.601, 0.275)  0.98
C (-0.516, 1.394, 0.262)  0.77
C (0.006, -1.926, -0.248)  0.01
C (1.146, -2.477, 0.131)  -0.01
O (-1.511, 1.033, -0.625)  0.16
F (-1.173, -2.322, 0.388)  0.00
F (2.221, -2.153, -0.545)  0.00
F (1.394, -3.514, 0.920)  0.00
H (0.790, 2.792, 1.070)  0.03
H (-0.092, 3.299, -0.505)  0.02
H (-0.577, 0.857, 1.237)  0.05
H (-0.171, -1.378, -1.150)  0.00
H (-1.605, 1.793, -1.209)  -0.01


[2]
This record from OMol25 describes a 2-piece molecular cluster, C5H9O3P overall in a non-equilibrium geometry. The level of theory is the ωB97M-V functional and the def2-TZVPD basis.

**Expectation value of S²**: 2.01
**2S+1**: 3
**E_tot**: -762.79225 Ha
**Total charge**: 0
**Largest force on an atom**: 11.2 eV/A
**Orbital gap (alpha / beta)**: 0.2283 / 0.2642 Ha

Each line ends with the Mulliken spin population.
Geometry (Å):
C (3.158, 0.808, 0.274)  0.00
C (-2.900, 0.635, -0.807)  -0.11
C (1.974, 1.290, -0.046)  0.00
C (-2.445, 0.050, 0.256)  0.80
C (-2.058, -0.500, 1.364)  1.07
O (-0.343, -1.437, -1.212)  0.00
O (0.937, 0.554, -0.541)  0.00
O (0.979, -1.501, 1.027)  0.01
P (0.925, -1.052, -0.362)  0.00
H (3.937, 1.450, 0.639)  0.00
H (3.367, -0.245, 0.188)  0.00
H (-2.247, 1.164, -1.485)  0.08
H (-3.949, 0.620, -1.056)  0.08
H (1.707, 2.335, 0.028)  0.00
H (-1.735, -1.524, 1.440)  0.00
H (1.888, -1.523, -1.222)  0.00
H (-2.024, 0.062, 2.285)  0.03
H (-1.169, -1.186, -0.770)  0.03


[3]
This record from OMol25 describes one molecule with the formula C4H8O2. The level of theory is the ωB97M-V functional and the def2-TZVPD basis.

**SMILES string**: C[C@@]1(CO)CO1
**E_tot**: -307.64357 Ha
**Total charge**: 0
**Largest force on an atom**: 0.3 eV/A
**Orbital gap**: 0.4109 Ha
**Energy above the lowest of the compared OMol25 structures with the same formula, charge and spin**: 180.8 kJ/mol

Each line ends with the Mulliken charge.
Geometry (Å):
C (1.574, -0.272, -0.364)  -1.39
C (0.144, -0.084, 0.086)  1.31
C (-0.769, 0.675, -0.868)  -0.67
O (-1.918, 1.138, -0.209)  -0.54
C (-0.480, -0.955, 1.081)  -0.69
O (0.000, 0.344, 1.443)  -0.56
H (2.161, 0.594, -0.045)  0.30
H (1.639, -0.343, -1.454)  0.35
H (2.026, -1.168, 0.069)  0.38
H (-1.093, 0.007, -1.675)  0.30
H (-0.199, 1.498, -1.330)  0.32
H (-1.608, 1.411, 0.671)  0.34
H (0.088, -1.784, 1.501)  0.30
H (-1.564, -1.061, 1.094)  0.25